Entry 1:
20
Properties=species:S:1:pos:R:3:forces:R:3:nbo_charge:R:1 method="wB97M-V/def2-TZVPD" s_squared=0.750 e_tot_ev=-9395.3801 total_charge=-1 lumo_ev="3.76 / 3.64" multiplicity=2 gap_ev="2.56 / 8.40" e_homo_ev="1.20 / -4.77" max_force_ev_per_a=1.48
C 1.693 2.697 -1.587 0.3 1.4 0.5 -0.61
C 0.601 2.751 -0.518 0.1 -1.3 0.7 -0.68
H 1.375 2.128 -2.451 0.1 -0.1 -0.2 0.21
H 2.083 3.687 -1.891 -0.5 -0.2 -0.1 0.18
H 2.579 2.263 -1.124 -0.1 -0.6 -0.2 0.20
H 0.994 2.991 0.473 0.2 0.3 -0.1 0.19
H 0.303 1.702 -0.387 -0.3 0.2 0.1 0.22
H -0.322 3.320 -0.627 0.2 0.2 -0.6 0.20
C 1.476 -1.773 1.121 0.0 0.1 -0.2 -0.64
C -1.545 -0.955 -0.646 0.0 0.2 -0.3 0.04
C 0.140 -1.330 0.617 -0.2 0.2 0.6 0.04
C -0.804 -0.692 1.369 0.0 -0.1 0.6 -0.40
N -0.349 -1.493 -0.649 0.7 -0.1 -0.5 -0.50
N -1.865 -0.458 0.564 -0.2 -0.1 0.1 -0.66
H -2.132 -0.784 -1.529 -0.4 -0.2 0.1 0.18
H -2.781 -0.171 0.937 0.0 0.3 -0.4 0.24
H -0.814 -0.410 2.409 0.1 0.0 0.0 0.18
H 1.402 -2.616 1.803 -0.1 -0.2 0.1 0.20
H 1.941 -0.954 1.671 0.1 0.0 0.1 0.21
H 2.148 -2.059 0.319 0.0 0.0 -0.2 0.21

Entry 2:
20
Properties=species:S:1:pos:R:3:forces:R:3:nbo_charge:R:1 method="wB97M-V/def2-TZVPD" e_tot_ev=-9392.2329 lumo_ev=0.91 gap_ev=8.78 e_homo_ev=-7.87 max_force_ev_per_a=6.85
C -0.333 0.557 0.346 6.2 1.0 -0.6 -0.17
C -2.348 -0.712 0.641 2.1 -1.5 -1.4 -0.67
C -0.779 1.701 -0.523 0.2 0.1 0.0 -0.65
C 1.734 0.450 0.065 -1.0 2.4 0.1 0.41
C -0.528 -0.757 -0.060 -6.7 -0.9 1.3 0.10
N 2.519 -0.622 0.410 -0.6 -0.6 0.3 -0.87
C -0.228 -1.806 -0.787 0.5 0.2 0.3 -0.45
N 2.201 1.535 -0.416 -0.2 -0.4 0.0 -0.79
H -0.325 0.733 1.419 -0.2 -0.1 -0.2 0.23
H 3.516 -0.473 0.546 -0.4 0.1 -0.1 0.38
H 2.105 -1.332 0.997 0.1 0.0 -0.1 0.39
H 3.224 1.526 -0.533 -0.3 -0.1 0.0 0.32
H -1.060 1.381 -1.527 0.0 -0.1 0.2 0.22
H -2.746 0.213 1.054 0.6 0.2 -0.1 0.20
H -2.938 -0.999 -0.228 -0.1 -0.2 0.2 0.21
H -2.298 -1.478 1.411 -0.3 -0.1 -0.1 0.21
H -1.616 2.230 -0.062 0.0 0.0 0.0 0.22
H 0.069 2.388 -0.634 -0.1 -0.1 0.1 0.28
H 0.755 -1.902 -1.234 0.0 0.0 -0.1 0.22
H -0.924 -2.632 -0.883 0.0 0.1 0.0 0.22

Entry 3:
20
Properties=species:S:1:pos:R:3:forces:R:3:nbo_charge:R:1 method="wB97M-V/def2-TZVPD" e_tot_ev=-9391.1977 lumo_ev=0.97 smiles="C=NN1CC[C@@H]1CC" gap_ev=8.78 e_homo_ev=-7.81 max_force_ev_per_a=8.11
C 2.601 -0.565 0.136 -2.3 0.6 -0.1 -0.30
N 1.434 -0.845 -0.476 3.9 0.7 1.2 -0.18
N 0.607 0.132 -0.318 -4.4 1.2 -0.3 -0.25
C 0.547 1.262 0.556 1.2 -0.4 4.1 -0.24
C -0.891 1.655 -0.004 0.8 1.1 1.3 -0.44
C -0.810 0.282 -0.752 0.4 2.0 -2.9 -0.02
C -1.746 -0.858 -0.518 7.2 -3.1 2.3 -0.42
C -1.527 -1.175 0.969 1.6 3.5 0.5 -0.61
H 2.536 0.487 0.763 1.5 -3.3 -1.5 0.17
H 3.438 -1.276 -0.068 -0.8 1.1 0.6 0.21
H 1.568 1.758 0.523 -1.8 1.1 -0.4 0.20
H 0.518 0.995 1.745 0.0 0.1 -2.4 0.18
H -0.617 2.457 -0.668 -0.4 0.2 -0.9 0.21
H -1.826 2.130 0.541 2.1 -1.7 -0.2 0.24
H -0.842 0.785 -1.764 0.0 -2.0 0.0 0.20
H -2.667 -0.634 -0.767 -4.6 0.6 -1.5 0.21
H -1.236 -1.851 -0.864 -1.5 1.9 -1.0 0.23
H -0.424 -1.461 1.105 -1.8 0.1 0.0 0.22
H -1.587 -0.065 1.455 -0.5 -3.1 0.0 0.19
H -2.197 -1.956 1.233 -0.5 -0.3 1.1 0.22

Entry 4:
20
Properties=species:S:1:pos:R:3:forces:R:3:nbo_charge:R:1 method="wB97M-V/def2-TZVPD" e_tot_ev=-9396.5017 lumo_ev=0.89 smiles=Cc1c[nH]cn1.CC gap_ev=9.58 e_homo_ev=-8.69 max_force_ev_per_a=1.56
C -1.739 -0.788 -0.003 0.1 1.1 0.2 -0.63
C -0.373 -1.368 -0.099 -0.3 -1.1 -1.1 0.09
C 0.848 -0.972 0.322 0.3 0.7 0.6 -0.12
N 1.778 -1.781 -0.293 0.4 0.3 0.7 -0.52
C 1.088 -2.669 -1.019 -0.7 -0.9 -0.8 0.17
N -0.194 -2.453 -0.957 -0.3 0.3 0.2 -0.46
H -2.528 -1.478 -0.267 0.1 -0.3 -0.2 0.23
H -1.778 0.069 -0.691 -0.2 -0.2 0.0 0.22
H -1.984 -0.378 0.975 0.2 0.0 0.2 0.21
H 1.171 -0.184 0.979 -0.1 0.1 0.0 0.21
H 2.739 -1.830 -0.006 0.1 -0.1 -0.2 0.41
H 1.477 -3.476 -1.628 0.4 0.3 0.3 0.20
C -0.271 3.309 0.994 1.1 -0.8 -0.7 -0.62
C -0.753 4.654 0.490 -0.3 0.3 -0.3 -0.61
H -1.006 2.673 1.476 -0.1 0.4 0.6 0.21
H 0.148 2.615 0.247 -0.5 0.5 -0.5 0.20
H 0.639 3.471 1.574 -0.4 -0.1 0.7 0.20
H -0.178 5.008 -0.362 0.4 0.0 0.0 0.21
H -0.635 5.407 1.274 -0.2 -0.1 -0.1 0.20
H -1.782 4.682 0.119 0.0 -0.2 0.3 0.21